Here is 2 unconnected molecules or ions with the total composition C4H12S in a non-equilibrium geometry from the OMol25 dataset. Energies are from wB97M-V/def2-TZVPD.

```
17
Properties=species:S:1:pos:R:3:forces:R:3:nbo_charge:R:1
C -2.876721 2.351570 -1.837889 -0.4299 1.0372 -0.1677 -0.61
C -2.059199 3.010661 -0.740179 0.6846 -0.4744 0.7141 -0.40
C -0.588763 2.541360 -0.736079 -0.2070 0.4273 -0.5207 -0.61
H -2.472936 2.615097 -2.809251 0.4245 -0.2032 -0.2526 0.20
H -3.886522 2.784383 -1.900146 0.0355 -0.4953 0.3717 0.21
H -2.895209 1.268342 -1.736462 -0.1524 0.0086 0.0095 0.21
H -2.472833 2.776920 0.246554 -0.1712 0.0146 -0.1103 0.19
H -2.020080 4.100108 -0.769642 -0.4441 0.0112 -0.4597 0.20
H -0.405458 1.671348 -0.115979 -0.0276 -0.1504 0.0878 0.20
H -0.267650 2.311043 -1.758844 0.0208 -0.0104 0.1480 0.20
H 0.026236 3.370818 -0.393364 0.2669 -0.1654 0.1800 0.21
C 3.814137 -4.882364 2.105471 -0.1132 -0.1071 0.0057 -0.73
S 2.069197 -5.167235 2.504778 -0.0648 0.1118 0.0764 -0.05
H 4.331232 -5.600778 2.738552 0.1959 0.0836 -0.0736 0.22
H 4.016558 -5.110155 1.065415 0.0513 -0.0664 -0.0911 0.21
H 4.165270 -3.877215 2.329812 -0.1511 -0.0423 0.1384 0.22
H 1.522739 -4.163903 1.807252 0.0818 0.0207 -0.0559 0.12
```
Positions in Å, forces in eV/Å.

Calculated values
- SMILES string: CCC.CS
- Charge: 0
- Frontier orbital gap: 0.3699 Ha


Here is a molecular structure, C3H5FeO4 in a non-equilibrium geometry from the OMol25 dataset. Energies are from wB97M-V/def2-TZVPD.

```
13
Properties=species:S:1:pos:R:3:forces:R:3:nbo_charge:R:1
O -0.186092 -1.997359 0.838322 1.1539 1.8161 -0.5764 -0.64
C 0.277391 -1.268771 -0.028784 -2.1057 -3.0136 -0.2826 0.99
C -0.326048 1.349081 0.417870 -0.0032 0.3662 0.1633 -0.08
O 0.843514 0.615212 0.651568 0.4710 0.5483 0.3329 -0.97
O -0.483667 -0.598166 -0.935791 0.3809 0.5169 -0.1136 -0.52
C -1.281007 0.419508 -0.332436 -0.4385 -0.5479 0.1815 -0.10
H -0.155164 2.262473 -0.178099 0.1911 -0.2419 0.1824 0.16
H -0.801265 1.651147 1.366944 0.2850 -0.0317 -0.2407 0.18
H -1.822512 0.938339 -1.132373 0.1124 -0.3320 0.2171 0.20
H -1.972490 -0.063730 0.372108 0.0129 0.1707 -0.2777 0.19
O 1.468491 -1.593077 -0.665175 0.5142 1.0625 0.1942 -0.76
H 1.926801 -2.262818 -0.143780 -0.2635 -0.2213 0.1862 0.51
Fe 2.512047 0.548167 -0.230369 -0.3106 -0.0924 0.0334 0.84
```
Positions in Å, forces in eV/Å.

Calculated values
- Spin multiplicity: 6
- Charge: 0
- ⟨S²⟩: 8.7551
- Frontier orbital gap (alpha / beta): 0.2825 / 0.3477 Ha


Here is a molecular structure, C31H88N2O15Pd in a non-equilibrium geometry from the OMol25 dataset. Energies are from wB97M-V/def2-TZVPD.

```
137
Properties=species:S:1:pos:R:3:forces:R:3:lowdin_spin:R:1
Pd -10.753837 27.991966 -20.007876 -0.0005 -0.0077 0.0037 0.00
C -2.316592 17.557753 -24.765948 0.2761 -1.1536 0.5930 0.01
C -1.480373 17.554815 -26.036142 -0.4999 1.8081 -1.3488 0.02
C -1.941212 18.881500 -26.810571 0.9609 -0.3424 0.3431 0.00
C -1.509434 20.163965 -26.088245 -1.2351 -0.8234 -0.2330 0.00
C -0.061267 20.166345 -25.722967 1.1597 -0.5306 0.3316 0.00
C 0.643724 18.769837 -25.284135 1.3749 0.5948 -0.3029 0.02
N 0.034680 17.497499 -25.816629 -0.2470 -3.1543 1.5355 0.36
O 0.580597 16.178799 -25.407798 -2.2540 5.9362 -1.4995 0.56
C 0.721798 18.850041 -23.714543 0.1194 -0.5348 -0.9338 0.02
C 2.085839 18.822332 -25.902500 0.5403 -0.6199 0.2923 0.01
C -1.934447 16.427588 -26.905297 -0.0856 -2.0186 -0.0349 0.00
H -1.945138 16.772369 -24.107686 0.0910 0.0138 0.2237 0.00
H -3.305390 17.214142 -25.069756 -0.1807 0.3821 0.1803 0.00
H -2.381251 18.486394 -24.198901 0.1027 -0.0413 -0.2485 0.00
H -3.009651 18.870542 -27.025996 -0.3884 -0.2796 1.0073 0.00
H -1.655343 18.891395 -27.862374 1.1408 -0.1041 0.0015 0.00
H -2.025855 20.291937 -25.136915 -0.5902 -0.1770 -0.2007 0.00
H -1.858364 20.966522 -26.738053 0.5204 0.4508 0.1930 0.00
H 0.053011 20.749962 -24.809496 0.0014 0.1887 -0.0892 0.00
H 0.535443 20.724190 -26.444652 0.1825 -0.5652 -0.3440 0.00
H -0.238090 19.109323 -23.267900 -0.0281 0.0738 -0.1021 0.00
H 1.445685 19.642512 -23.524576 -0.0888 -0.0048 0.2886 0.00
H 1.066117 17.927911 -23.246338 0.0960 -0.0581 -0.2386 0.00
H 2.761815 18.060948 -25.513327 -0.4454 -0.5246 0.2454 0.00
H 2.703132 19.704114 -25.730681 -0.7337 0.6241 0.2599 0.00
H 2.108150 18.661892 -26.980391 -0.5115 0.0521 -0.0485 0.00
H -1.756588 15.493385 -26.372627 0.5028 -0.2227 -0.1758 0.00
H -1.497244 16.361329 -27.901574 0.3955 0.2057 0.1958 0.00
H -3.009992 16.344408 -27.061436 -0.1768 0.8261 0.1092 0.00
C -11.528636 20.689465 -18.181601 0.9834 0.7668 -0.1200 0.00
C -10.192712 20.652659 -17.289812 -1.2450 -3.4114 0.6248 0.02
C -9.749823 19.083023 -17.304751 -0.7237 0.2112 0.5471 0.00
C -8.372093 18.739914 -16.838523 -0.9775 -1.8306 1.3051 0.00
C -7.388310 19.471038 -17.557952 1.5045 1.7894 -0.6613 0.00
C -7.664377 21.008029 -17.440823 1.9455 1.0249 -0.2830 0.02
N -9.062352 21.365218 -17.872961 -0.8970 4.1645 0.8432 0.33
O -9.330250 22.739704 -18.005132 1.2768 -4.4304 0.2822 0.59
C -6.670944 21.717080 -18.427978 0.1531 -0.0550 0.6223 0.00
C -7.240758 21.492675 -15.975543 -0.9524 -0.2871 -0.7414 0.02
C -10.582880 20.981067 -15.768431 -0.4250 0.7236 -0.8902 0.02
H -11.794164 21.698812 -18.495963 0.1319 0.2738 0.4914 0.00
H -12.404024 20.260017 -17.694405 0.3362 -0.0307 0.4665 0.00
H -11.466884 20.177805 -19.142057 0.6240 -0.3489 0.0959 0.00
H -9.854723 18.659598 -18.303653 -0.1868 0.2549 -0.1781 0.00
H -10.313661 18.451355 -16.618325 -1.1913 0.4994 -0.2990 0.00
H -8.159236 17.677003 -16.952566 -0.4372 -0.3836 -0.5426 0.00
H -8.209192 18.764253 -15.761035 -0.3650 0.8764 0.3154 0.00
H -7.335907 19.138896 -18.594790 -0.1519 0.2907 -0.2579 0.00
H -6.450933 19.156015 -17.099494 0.6202 0.8739 -0.2501 0.00
H -6.317237 22.703583 -18.128311 -0.5879 0.1764 0.2962 0.00
H -7.029456 21.829301 -19.451191 -0.1171 -0.3948 0.0838 0.00
H -5.754225 21.129407 -18.379234 0.0118 -0.2220 -0.4166 0.00
H -7.449657 22.550893 -15.818608 -0.0903 0.0173 -0.2770 0.00
H -6.172266 21.343028 -15.820512 0.0247 -0.1046 -0.2948 0.00
H -7.757206 20.947579 -15.185451 -0.0700 -0.1022 -0.0869 0.00
H -11.612925 21.337320 -15.755033 -0.1634 -0.1058 -0.1917 0.00
H -10.078137 21.811419 -15.274635 0.5996 -0.1937 -0.3175 0.00
H -10.584339 20.105519 -15.119182 0.3746 -0.0492 -0.1768 0.00
C -14.584920 13.371186 -14.649085 1.2118 1.2702 0.3222 0.00
O -15.936945 13.213784 -14.761699 -2.3993 -0.9570 -0.2569 0.00
H -14.129101 12.723104 -13.900539 -0.1155 -0.1911 0.0471 0.00
H -14.092606 13.216288 -15.609154 0.1486 0.0196 -0.0423 0.00
H -14.472155 14.404789 -14.321900 1.0724 0.0703 -0.0362 0.00
H -16.391220 14.035366 -14.561119 0.0726 -0.2100 -0.0325 0.00
C -13.284229 27.527950 -15.120110 0.5231 0.4903 0.7233 0.00
O -13.459490 27.853435 -16.504210 -0.0030 -0.3891 1.1745 0.00
H -13.518518 28.356908 -14.452257 -0.6541 0.3674 -0.1506 0.00
H -13.867200 26.669030 -14.787701 0.0100 -0.1627 -0.2313 0.00
H -12.247215 27.386474 -14.815647 0.2238 -0.4784 -0.8800 0.00
H -14.417712 27.886032 -16.552783 -0.0894 0.1732 -0.6441 0.00
C 1.398575 24.026076 -14.881675 1.4103 0.0359 0.0491 0.00
O 1.957471 23.166136 -13.923446 -0.5548 -1.2110 1.5148 0.00
H 1.809270 25.013501 -14.670869 -0.3420 0.3994 -0.5334 0.00
H 1.755786 23.637968 -15.835539 -0.5892 0.5603 -0.5488 0.00
H 0.313298 24.036162 -14.780734 0.1868 -0.1813 -0.0680 0.00
H 2.916222 23.117285 -13.921938 -0.1154 0.3831 -0.4143 0.00
C -6.123173 13.537287 -11.548241 0.4867 -0.1540 0.2367 0.00
O -5.794394 13.676991 -10.173156 -0.9584 0.3098 0.5265 0.00
H -5.792264 12.540293 -11.839091 0.2047 0.2028 -0.7368 0.00
H -7.193996 13.576444 -11.747961 -0.1289 -0.0064 0.7624 0.00
H -5.720219 14.375808 -12.116237 0.4079 -0.3091 -0.3395 0.00
H -4.847610 13.711227 -10.018109 -0.0099 -0.0400 -0.4495 0.00
C -8.739213 21.479116 -24.792463 0.7190 0.6751 0.5889 0.00
O -9.529603 22.139652 -23.828093 -0.5888 0.3313 0.1947 0.00
H -7.838569 22.063056 -24.982048 0.2486 0.1484 -0.1525 0.00
H -8.387124 20.553101 -24.337910 -0.2814 -0.5644 -0.8546 0.00
H -9.285812 21.465451 -25.735416 -0.0686 -0.6820 0.2305 0.00
H -9.197664 21.914217 -22.955973 -0.0363 0.1017 0.0049 0.00
C -6.566931 28.572943 -23.928440 -0.1601 -0.5907 -0.8746 0.00
O -7.427838 27.686128 -23.264312 -0.6410 -0.2763 1.1443 0.00
H -5.900938 29.070274 -23.223307 -0.1927 0.1216 0.0187 0.00
H -5.957770 28.065791 -24.676657 0.2035 -0.0534 -0.0111 0.00
H -7.211481 29.258176 -24.478994 0.3072 0.4919 0.1158 0.00
H -7.450266 26.768540 -23.545609 0.4703 0.3063 -0.3846 0.00
C -8.796877 20.168989 -8.742280 1.5338 0.6355 -1.5979 0.00
O -9.999619 20.827275 -8.494820 -1.1749 -0.5501 1.0344 0.00
H -8.400032 19.405818 -8.072819 -0.9635 0.2507 0.8531 0.00
H -8.817140 19.662462 -9.707219 -0.1712 -0.0703 -0.2815 0.00
H -8.009606 20.918015 -8.827515 0.3530 -0.0628 0.0380 0.00
H -10.000820 21.737896 -8.798746 0.4047 -0.1914 -0.0526 0.00
C -14.963806 26.358064 -23.572711 0.1618 0.2747 -0.3069 0.00
O -13.829332 26.051893 -22.752097 -0.7205 -0.0464 -0.2390 0.00
H -15.409975 25.509822 -24.091848 0.1898 -0.3304 0.2049 0.00
H -15.766968 26.831280 -23.007819 0.2069 -0.0522 0.3588 0.00
H -14.675793 27.060761 -24.354618 0.1263 0.1228 -0.0331 0.00
H -13.539026 25.161123 -22.961506 0.0491 0.0348 0.0220 0.00
C -15.958549 19.495662 -9.777120 0.3231 -0.4811 0.4800 0.00
O -15.538631 19.211056 -8.437569 0.1210 -0.1379 -0.4413 0.00
H -15.942941 20.576653 -9.916088 -0.6929 -0.0162 -0.2794 0.00
H -15.327549 19.056513 -10.549826 0.4784 -0.0904 0.1109 0.00
H -16.901189 18.961305 -9.895413 -0.3041 0.7411 0.0033 0.00
H -14.643780 19.545268 -8.341937 0.0868 -0.0149 0.1273 0.00
C -6.421238 29.641413 -16.632620 2.5237 0.5701 0.7346 0.00
O -7.720851 29.878944 -16.956678 -1.9355 -0.4833 -0.5353 0.00
H -5.861303 30.574415 -16.696391 0.4422 0.1608 -0.2585 0.00
H -6.181443 29.294454 -15.627515 -0.6645 -0.2691 0.4421 0.00
H -5.919165 28.914568 -17.271139 -0.5495 0.0484 -0.4369 0.00
H -8.160920 30.424904 -16.301033 0.1779 -0.0290 0.0469 0.00
C 0.442766 17.032824 -14.028910 0.6721 1.2955 0.5119 0.00
O 0.382631 17.772703 -12.768400 -0.4844 -1.2902 -0.4713 0.00
H -0.241100 17.449518 -14.768371 -0.0649 0.0150 0.0046 0.00
H 1.468689 17.139702 -14.381271 -0.0112 -0.1898 -0.3901 0.00
H 0.236442 15.966926 -13.932064 -0.1432 0.2457 0.6587 0.00
H 0.498149 18.712130 -12.928808 0.0338 -0.0643 -0.3146 0.00
C -19.424428 18.729774 -14.982180 0.6706 -0.6380 0.3788 0.00
O -19.991002 17.646546 -14.239703 -0.3088 0.3050 -0.0965 0.00
H -19.749998 19.727644 -14.688311 -0.1999 -0.1085 0.1526 0.00
H -18.364952 18.625337 -14.748311 0.1297 0.4166 -0.2515 0.00
H -19.539839 18.605356 -16.058893 -0.2439 -0.0431 -0.0381 0.00
H -20.871960 17.866500 -13.928018 -0.0363 0.0672 -0.1447 0.00
C -8.495883 26.779668 -9.618614 -1.0593 -0.0909 0.0811 0.00
O -9.954452 26.496753 -9.718810 2.0469 0.3674 0.0403 0.00
H -8.122686 26.623127 -8.606532 -0.2576 -0.2087 0.1173 0.00
H -7.930667 26.134478 -10.291200 -0.3659 -0.0892 -0.0573 0.00
H -8.251752 27.813338 -9.863641 -0.2532 0.0402 -0.2126 0.00
H -10.386268 27.350477 -9.639512 -0.1081 -0.0320 0.0317 0.00
```
Positions in Å, forces in eV/Å.

Calculated values
- Spin multiplicity: 3
- Charge: 0
- ⟨S²⟩: 2.0106
- Frontier orbital gap (alpha / beta): 0.2533 / 0.2338 Ha


Question: Which value of charge does entry 3 give?
Answer: 0